10 unconnected molecules or ions with the total composition C49H107F9NO12S at a distorted geometry, computed with the ωB97M-V functional and the def2-TZVPD basis.

CARTESIAN COORDINATES (ANGSTROEM)
C 1.6701 -6.3302 5.1180
C 1.8330 -5.6680 3.7385
C 1.6647 -6.7572 2.6621
C 0.7165 -4.5931 3.5549
C 1.1336 -3.2101 3.0102
C 1.4014 -2.0846 4.0686
F 1.0099 -0.8671 3.5657
F 2.7514 -1.9881 4.2628
C 0.8045 -2.1248 5.4954
F 1.3899 -3.1009 6.2390
F -0.5288 -2.3661 5.4537
S -0.0854 -2.7154 1.6985
O 0.3450 -1.4944 1.0660
O -0.2701 -3.8955 0.8862
C -1.8164 -2.3167 2.3067
F -2.3722 -1.7973 1.1905
F -1.7882 -1.3792 3.2644
C -2.7641 -3.4796 2.7372
F -3.9727 -2.9558 2.9840
F -2.8748 -4.3865 1.7651
F -2.3408 -4.0932 3.8414
C 2.3789 -3.2974 2.0687
C 3.5396 -4.2386 2.4938
C 3.8728 -5.1540 1.2908
C 4.8149 -3.4424 2.7974
N 3.1952 -5.0690 3.6782
O 3.6228 -4.6204 4.8016
H 2.5561 -6.9121 5.3768
H 1.4371 -5.6177 5.9019
H 0.8298 -7.0304 5.0526
H 1.4826 -6.3286 1.6731
H 0.8006 -7.3744 2.9052
H 2.5691 -7.3645 2.5985
H 0.0276 -5.0118 2.8194
H 0.1482 -4.5163 4.4735
H 0.9814 -1.1510 5.9641
H 2.7579 -2.2859 1.8986
H 2.0211 -3.6441 1.0939
H 4.3766 -4.5478 0.5304
H 4.5394 -5.9598 1.6023
H 2.9876 -5.5636 0.8076
H 4.7529 -2.8916 3.7300
H 5.6552 -4.1393 2.8886
H 5.0242 -2.7830 1.9529
C -0.8787 2.8923 -2.5736
C -0.7716 1.8950 -3.7113
O 0.4248 1.1382 -3.7087
C 0.6352 0.3349 -2.5575
C -0.4690 -0.6773 -2.3155
H -0.0334 3.5809 -2.5889
H -1.7993 3.4680 -2.6716
H -0.8948 2.4023 -1.5985
H -0.7726 2.4285 -4.6628
H -1.6427 1.2301 -3.7273
H 0.7833 0.9581 -1.6682
H 1.5798 -0.1779 -2.7422
H -1.4260 -0.1928 -2.1158
H -0.2352 -1.3020 -1.4527
H -0.5944 -1.3166 -3.1919
C -2.0225 4.7054 -9.3358
C -2.4130 5.9936 -8.6319
O -3.3547 5.8221 -7.5864
C -2.9484 4.9808 -6.5212
C -1.6879 5.4440 -5.8158
H -2.9051 4.2026 -9.7339
H -1.3456 4.9274 -10.1614
H -1.5101 4.0119 -8.6678
H -2.9032 6.6637 -9.3386
H -1.5191 6.5129 -8.2686
H -2.8312 3.9472 -6.8695
H -3.7827 4.9844 -5.8194
H -0.8218 5.4458 -6.4806
H -1.4633 4.7839 -4.9770
H -1.8153 6.4576 -5.4330
C 3.2233 9.0232 -7.3427
C 2.0563 8.1297 -6.9592
O 1.7962 7.0881 -7.8820
C 2.8446 6.1590 -8.0900
C 3.2729 5.4131 -6.8379
H 3.0642 9.4571 -8.3306
H 3.3224 9.8330 -6.6192
H 4.1689 8.4797 -7.3599
H 1.1371 8.7154 -6.9366
H 2.1992 7.7250 -5.9506
H 3.7063 6.6483 -8.5586
H 2.4478 5.4526 -8.8195
H 3.6939 6.0805 -6.0849
H 4.0365 4.6763 -7.0886
H 2.4236 4.8939 -6.3915
C -2.7296 -6.9779 7.4273
C -2.8209 -7.8875 6.2143
O -1.7694 -8.8307 6.1156
C -1.6499 -9.7509 7.1858
C -2.8730 -10.6275 7.3924
H -1.7756 -6.4483 7.4378
H -3.5346 -6.2427 7.4002
H -2.8194 -7.5303 8.3634
H -2.7445 -7.2917 5.3038
H -3.7946 -8.3895 6.1826
H -1.3908 -9.2303 8.1148
H -0.7934 -10.3717 6.9229
H -3.7521 -10.0474 7.6754
H -2.6820 -11.3462 8.1897
H -3.1094 -11.1753 6.4794
C 0.3013 -6.0667 -2.9257
C 0.5583 -4.9106 -1.9749
O 1.8119 -4.9747 -1.3075
C 2.9565 -4.9461 -2.1405
C 3.0835 -3.6820 -2.9737
H 0.3735 -7.0191 -2.3984
H -0.7000 -5.9786 -3.3483
H 1.0083 -6.0874 -3.7565
H -0.1778 -4.9172 -1.1760
H 0.4507 -3.9516 -2.4942
H 2.9914 -5.8346 -2.7815
H 3.8032 -5.0194 -1.4563
H 2.2651 -3.5752 -3.6865
H 4.0146 -3.7023 -3.5408
H 3.0866 -2.8001 -2.3306
C 3.4504 4.5236 1.2757
C 3.4345 3.6135 0.0607
O 4.3666 2.5510 0.1391
C 4.2604 1.7206 1.2818
C 2.9200 1.0274 1.4534
H 4.4541 4.9187 1.4408
H 2.7642 5.3605 1.1413
H 3.1497 3.9846 2.1751
H 3.7191 4.1688 -0.8332
H 2.4208 3.2336 -0.1098
H 4.5100 2.2882 2.1860
H 5.0462 0.9749 1.1587
H 2.1002 1.7329 1.5998
H 2.9585 0.3855 2.3346
H 2.6791 0.4119 0.5852
C -5.5212 7.5830 -2.6696
C -5.4798 6.1092 -3.0332
O -4.2128 5.5029 -2.8484
C -3.6999 5.5156 -1.5280
C -4.5673 4.7930 -0.5131
H -4.7759 8.1384 -3.2404
H -6.5067 7.9915 -2.8952
H -5.3301 7.7501 -1.6088
H -5.6929 5.9880 -4.0957
H -6.2542 5.5572 -2.4879
H -3.4914 6.5410 -1.2008
H -2.7385 5.0085 -1.5961
H -5.5423 5.2656 -0.3892
H -4.0769 4.7853 0.4610
H -4.7373 3.7625 -0.8291
C -6.1801 -0.0619 0.5008
C -7.3534 0.7708 0.0114
O -6.9946 1.8073 -0.8840
C -6.3686 1.4001 -2.0880
C -7.2167 0.4819 -2.9509
H -5.4313 0.5739 0.9753
H -6.5250 -0.7958 1.2301
H -5.6952 -0.6070 -0.3101
H -7.8175 1.2821 0.8549
H -8.1222 0.1268 -0.4307
H -5.3964 0.9392 -1.8763
H -6.1645 2.3250 -2.6287
H -7.4309 -0.4663 -2.4563
H -6.6920 0.2583 -3.8802
H -8.1676 0.9579 -3.1935
C 4.7371 4.4095 6.3251
C 4.7015 3.5675 5.0616
O 5.5942 2.4692 5.0648
C 5.3821 1.4958 6.0706
C 4.0220 0.8204 6.0048
H 5.7463 4.7804 6.5074
H 4.0661 5.2627 6.2205
H 4.4202 3.8468 7.2042
H 5.0102 4.1750 4.2101
H 3.6797 3.2275 4.8520
H 5.5499 1.9237 7.0657
H 6.1654 0.7554 5.9093
H 3.2055 1.5230 6.1787
H 3.9574 0.0431 6.7670
H 3.8709 0.3612 5.0261

Atoms 1-3, force components in eV/Å:
C -0.277 -0.319 -0.351
C -0.008 -0.417 0.207
C 0.213 0.415 -0.261

Summary:
Orbital gap (spin up / spin down) = 0.329 / 0.356 hartree
Relative energy (zero: lowest compared OMol25 entry of this formula, charge and spin) = 0.0 kcal per mole
LUMO (spin up / spin down) = 0.45 / 0.38 eV
Electronic energy = -113894.669 eV
HOMO energy (spin up / spin down) = -0.3123 / -0.3425 hartree
2S+1 = 2
F_max = 0.0216 hartree/bohr

***

A single C5H10FN molecule at a distorted geometry, computed with the ωB97M-V functional and the def2-TZVPD basis.

CARTESIAN COORDINATES (ANGSTROEM)
C 2.4621 0.1487 -0.0534
N 1.2286 -0.7497 -0.2866
C -0.0103 -0.3240 0.2958
C -0.4533 1.2263 -0.0248
C -1.1603 -1.2416 0.0540
C -2.4451 -0.7405 -0.0195
F -2.7253 0.6689 -0.1925
H 2.2182 1.2067 -0.0310
H 2.6585 -0.3558 0.9096
H 3.1620 -0.0373 -0.7454
H 0.9135 -0.9375 -1.1950
H 0.1745 -0.1511 1.3726
H -0.3092 1.4554 -1.0693
H 0.1921 2.1572 0.6154
H -1.4942 1.4560 0.4145
H -1.1760 -2.3132 0.1276
H -3.2357 -1.4686 -0.1719

Atoms 1-3, force components in eV/Å:
C -4.826 -1.694 2.775
N 0.246 0.438 0.191
C 0.358 3.433 1.756

Summary:
Orbital gap = 0.352 hartree
Relative energy (zero: lowest compared OMol25 entry of this formula, charge and spin) = 89.8 kcal per mole
LUMO = 0.95 eV
Electronic energy = -9550.723 eV
SMILES = CN[C@@H](C)/C=C\F
HOMO energy = -0.3168 hartree
2S+1 = 1
F_max = 0.1132 hartree/bohr

***

2 unconnected molecules or ions with the total composition C3H7NOS at a distorted geometry, computed with the ωB97M-V functional and the def2-TZVPD basis.

CARTESIAN COORDINATES (ANGSTROEM)
C 1.0731 0.7134 0.1129
C 1.5744 0.4547 1.4585
C -1.2082 -0.7817 -1.5307
N -0.8213 -0.5524 -0.1857
O -1.7346 0.3622 0.3769
S 1.5486 1.3729 -1.2304
H 1.6948 -0.5924 1.5465
H 0.7678 0.6715 2.1643
H 2.5717 0.9101 1.6812
H -1.0057 -1.8265 -1.6502
H -2.3567 -0.6724 -1.7320
H -0.5746 -0.3270 -2.2885
H -1.5292 0.2674 1.2772

Atoms 1-3, force components in eV/Å:
C -0.305 -0.422 -1.587
C 0.136 0.825 0.059
C -1.758 -0.462 -0.646

Summary:
Orbital gap (spin up / spin down) = 0.258 / 0.307 hartree
Relative energy (zero: lowest compared OMol25 entry of this formula, charge and spin) = 135.1 kcal per mole
LUMO (spin up / spin down) = -0.07 / 0.20 eV
Electronic energy = -17592.070 eV
HOMO energy (spin up / spin down) = -0.2609 / -0.2995 hartree
2S+1 = 1
F_max = 0.0439 hartree/bohr

***

A single C3H5NO2 molecule, computed with the ωB97M-V functional and the def2-TZVPD basis.

CARTESIAN COORDINATES (ANGSTROEM)
O 1.4387 1.9434 -0.1304
C 0.5028 1.0366 0.1995
C -1.5812 -0.6712 -0.0489
N -0.3690 -1.0876 0.2249
C 0.7562 -0.2903 -0.1291
O 1.7927 -0.7506 -0.6460
H 2.0719 1.4454 -0.6832
H -0.2615 1.3815 0.8829
H -2.4318 -1.0887 0.4794
H -1.7154 0.0642 -0.8280
H -0.2034 -1.9827 0.6788

Atoms 1-3, force components in eV/Å:
O -0.027 -0.234 -0.097
C 0.304 0.687 0.141
C -0.849 0.149 -0.157

Summary:
Orbital gap (spin up / spin down) = 0.289 / 0.240 hartree
Relative energy (zero: lowest compared OMol25 entry of this formula, charge and spin) = 72.7 kcal per mole
LUMO (spin up / spin down) = 0.11 / -0.57 eV
Electronic energy = -8774.543 eV
HOMO energy (spin up / spin down) = -0.2845 / -0.2605 hartree
2S+1 = 1
F_max = 0.0186 hartree/bohr

***

2 unconnected molecules or ions with the total composition C4H12NO2 at a distorted geometry, computed with the ωB97M-V functional and the def2-TZVPD basis.

CARTESIAN COORDINATES (ANGSTROEM)
C -0.3748 -0.8578 -1.0997
O -1.3299 0.0710 -0.7871
C 0.3277 -1.4790 0.1244
C 1.3775 -0.6241 0.8616
C 1.0600 0.8500 1.0934
N 0.1533 0.9766 2.2463
H 0.4189 -0.4439 -1.7731
H -0.8193 -1.7026 -1.6825
H 0.8517 -2.3879 -0.2071
H -0.4756 -1.6793 0.8405
H 2.1956 -0.5408 0.1220
H 1.7366 -1.0577 1.8061
H 1.9334 1.4970 1.2298
H 0.4984 1.2099 0.2281
H -0.7220 0.4724 2.1922
H -0.2026 1.9124 2.3863
H -2.5515 1.9777 -2.5271
H -1.8691 0.6371 -2.1235
O -2.2085 1.1690 -2.9305

Atoms 1-3, force components in eV/Å:
C -0.216 0.363 -0.057
O 0.240 -0.133 0.081
C -0.215 0.377 0.585

Summary:
Orbital gap = 0.272 hartree
Relative energy (zero: lowest compared OMol25 entry of this formula, charge and spin) = 9.7 kcal per mole
LUMO = 4.21 eV
Electronic energy = -9927.804 eV
HOMO energy = -0.1178 hartree
Net charge = -1
2S+1 = 1
F_max = 0.0418 hartree/bohr